(1)
{"formula": "C24H23N3O4S2", "method": "the ωB97M-V functional and the def2-TZVPD basis", "elements": ["C", "C", "C", "C", "C", "N", "S", "O", "O", "C", "C", "C", "N", "C", "O", "C", "C", "C", "C", "C", "C", "N", "C", "O", "C", "S", "C", "C", "C", "C", "C", "C", "C", "H", "H", "H", "H", "H", "H", "H", "H", "H", "H", "H", "H", "H", "H", "H", "H", "H", "H", "H", "H", "H", "H", "H"], "xyz": [[0.3508, 0.9520, 2.8050], [-1.0113, 1.0932, 2.1969], [-2.0350, 0.2308, 2.5696], [-3.2792, 0.3300, 1.9810], [-3.5324, 1.2894, 1.0062], [-4.7710, 1.3005, 0.3207], [-4.7928, 0.4970, -1.1719], [-6.1625, 0.1377, -1.3920], [-4.1548, 1.3154, -2.1582], [-3.7094, -0.8956, -0.8227], [-2.3765, -0.5715, -0.9834], [-1.3793, -1.3967, -0.4773], [-0.0615, -0.9567, -0.5820], [1.0379, -1.4167, 0.0832], [1.0559, -2.4209, 0.7654], [2.2567, -0.5770, -0.1082], [2.2201, 0.7968, -0.3430], [3.3988, 1.5034, -0.4722], [4.6276, 0.8633, -0.3706], [4.6776, -0.5088, -0.0989], [3.4869, -1.2094, 0.0293], [5.8839, -1.1705, 0.1105], [7.1319, -0.7683, -0.2512], [8.1194, -1.3829, 0.0741], [7.1782, 0.4582, -1.1380], [6.1124, 1.7941, -0.5221], [-1.7507, -2.5896, 0.1406], [-3.0868, -2.9165, 0.2508], [-4.1019, -2.0690, -0.1960], [-5.5347, -2.4402, 0.0222], [-2.5393, 2.2111, 0.6662], [-2.8182, 3.3190, -0.2983], [-1.2928, 2.0835, 1.2666], [1.0485, 1.6729, 2.3861], [0.3010, 1.1048, 3.8822], [0.7391, -0.0511, 2.6320], [-1.8501, -0.5306, 3.3121], [-4.0675, -0.3521, 2.2677], [-5.5261, 0.9151, 0.8712], [-2.1368, 0.3513, -1.4877], [0.0485, -0.1112, -1.1239], [1.2831, 1.3305, -0.3931], [3.3857, 2.5679, -0.6472], [3.5014, -2.2661, 0.2522], [5.8337, -2.0563, 0.5987], [6.8476, 0.1953, -2.1462], [8.1949, 0.8445, -1.1767], [-0.9917, -3.2404, 0.5414], [-3.3625, -3.8460, 0.7268], [-5.7686, -2.4227, 1.0872], [-5.7146, -3.4530, -0.3341], [-6.1979, -1.7573, -0.4981], [-1.9536, 3.9698, -0.4020], [-3.0934, 2.9209, -1.2723], [-3.6647, 3.9048, 0.0556], [-0.5184, 2.7918, 1.0032]], "forces_ev_per_a": [[-0.03, 0.01, 0.03], [-0.02, 0.01, -0.02], [-0.06, 0.05, -0.02], [-0.07, 0.13, 0.00], [0.74, 0.22, 0.47], [-0.39, -0.21, -0.74], [-0.22, -0.03, 0.10], [0.05, -0.11, 0.20], [0.23, -0.15, 0.17], [-0.22, 0.40, -0.29], [0.44, -0.21, -0.13], [-0.60, -0.11, 0.11], [0.22, 0.32, -0.24], [-0.10, 0.15, -0.18], [-0.02, -0.16, 0.10], [0.48, 0.16, 0.11], [-0.04, -0.18, 0.03], [0.15, -0.11, -0.04], [0.18, -0.02, -0.05], [-0.40, 0.34, -0.09], [-0.17, 0.05, -0.06], [-0.28, -0.42, 0.31], [0.28, 0.29, -0.21], [0.19, -0.10, 0.01], [-0.24, 0.23, -0.05], [0.11, -0.16, 0.12], [0.16, -0.07, 0.03], [-0.14, 0.29, -0.13], [-0.10, -0.15, 0.05], [-0.14, -0.05, 0.03], [-0.19, -0.05, 0.07], [-0.01, 0.02, -0.13], [0.01, -0.12, 0.04], [0.08, 0.03, 0.00], [0.07, 0.01, 0.08], [0.10, -0.06, 0.02], [0.02, -0.11, 0.09], [-0.07, -0.13, -0.02], [-0.19, -0.03, 0.04], [0.17, 0.11, -0.02], [0.10, -0.16, 0.10], [-0.12, 0.07, 0.01], [-0.05, 0.13, -0.06], [-0.01, -0.13, 0.02], [0.15, 0.13, -0.07], [0.10, -0.06, 0.04], [-0.06, -0.12, 0.04], [0.01, -0.03, -0.01], [-0.03, -0.11, 0.04], [-0.07, -0.01, 0.08], [-0.04, -0.06, 0.00], [-0.10, -0.20, 0.09], [0.04, 0.06, 0.02], [0.07, 0.19, 0.00], [-0.06, 0.11, -0.03], [0.09, 0.10, -0.03]], "nbo_charge": [-0.6375, -0.0093, -0.2151, -0.2069, 0.0917, -0.8435, 2.3115, -0.9358, -0.9374, -0.3280, -0.2346, 0.2201, -0.6107, 0.6499, -0.6063, -0.0679, -0.2253, -0.2068, -0.1908, 0.1260, -0.2008, -0.6005, 0.6736, -0.5753, -0.6287, 0.2936, -0.2217, -0.1896, 0.0009, -0.6589, -0.0111, -0.6527, -0.1876, 0.2140, 0.2252, 0.2276, 0.2170, 0.2123, 0.4051, 0.2410, 0.4046, 0.2135, 0.2265, 0.2363, 0.4192, 0.2397, 0.2637, 0.2575, 0.2169, 0.2157, 0.2269, 0.2581, 0.2086, 0.2579, 0.2303, 0.1979], "e_above_lowest_ev": 0.564, "molar_mass_g_mol": 481.60, "e_lumo_ev": -0.033, "homo_ev": -8.63}

=====

(2)
{"formula": "C24H23N5O3S", "method": "the ωB97M-V functional and the def2-TZVPD basis", "elements": ["C", "O", "C", "C", "C", "C", "C", "C", "C", "C", "C", "C", "C", "O", "C", "C", "C", "N", "N", "C", "N", "C", "O", "C", "C", "C", "C", "S", "N", "C", "N", "C", "C", "H", "H", "H", "H", "H", "H", "H", "H", "H", "H", "H", "H", "H", "H", "H", "H", "H", "H", "H", "H", "H", "H", "H"], "xyz": [[-8.6433, -1.0017, -0.2248], [-7.8354, 0.0807, 0.1708], [-6.4846, -0.0677, 0.1385], [-5.8153, -1.2193, -0.2620], [-4.4316, -1.2519, -0.2541], [-3.6904, -0.1546, 0.1555], [-2.1840, -0.1892, 0.1327], [-1.6679, 0.1070, -1.2841], [-0.1309, 0.0978, -1.3280], [0.4741, 1.3418, -0.7120], [0.8322, 1.3965, 0.6303], [1.3907, 2.5377, 1.1640], [1.6031, 3.6631, 0.3672], [2.1679, 4.7334, 0.9882], [2.4156, 5.8966, 0.2362], [1.2394, 3.6174, -0.9745], [0.6854, 2.4630, -1.4991], [0.3026, -1.0844, -0.6424], [1.5628, -1.5750, -0.7008], [1.5469, -2.5427, 0.1883], [2.6294, -3.3352, 0.4850], [3.9448, -3.0624, 0.2227], [4.7899, -3.9298, 0.2895], [4.2621, -1.6573, -0.0958], [5.0388, -1.1993, -1.1188], [5.1873, 0.2034, -1.1110], [4.5465, 0.7877, -0.0660], [3.7372, -0.3576, 0.9202], [0.3551, -2.7239, 0.8103], [-0.3971, -1.7763, 0.2764], [-1.7040, -1.5083, 0.5153], [-4.3638, 0.9944, 0.5549], [-5.7404, 1.0413, 0.5464], [-8.4856, -1.8760, 0.4147], [-8.4639, -1.2768, -1.2691], [-9.6704, -0.6574, -0.1155], [-6.3571, -2.0948, -0.5829], [-3.9200, -2.1501, -0.5659], [-1.7954, 0.5862, 0.8144], [-2.0377, 1.0788, -1.6102], [-2.0558, -0.6599, -1.9571], [0.2075, 0.0282, -2.3693], [0.6982, 0.5352, 1.2681], [1.6819, 2.5791, 2.2012], [2.8678, 6.6041, 0.9293], [3.1107, 5.7034, -0.5872], [1.4893, 6.3233, -0.1619], [1.3901, 4.4663, -1.6224], [0.4180, 2.4376, -2.5458], [2.4144, -4.2499, 0.8602], [5.4703, -1.8501, -1.8574], [5.7513, 0.7477, -1.8472], [4.4984, 1.8265, 0.1946], [-2.0767, -1.9027, 1.3652], [-3.8017, 1.8595, 0.8759], [-6.2708, 1.9277, 0.8557]], "forces_ev_per_a": [[-0.12, -0.18, -0.06], [0.21, 0.22, 0.09], [0.18, 0.08, 0.02], [-0.39, 0.00, -0.03], [0.14, 0.16, 0.07], [0.09, -0.11, 0.09], [-0.13, 0.25, -0.23], [0.22, -0.09, 0.16], [-0.01, 0.43, -0.28], [0.04, 0.01, -0.17], [-0.02, 0.10, -0.08], [0.03, 0.24, -0.01], [-0.07, -0.17, 0.01], [-0.06, -0.28, 0.15], [0.04, 0.19, -0.13], [0.14, 0.35, 0.09], [-0.07, -0.25, 0.17], [-0.55, -0.55, 0.60], [0.60, -0.32, -0.41], [-0.92, 0.85, -0.61], [-0.11, -0.46, 0.32], [0.26, -0.17, -0.06], [-0.02, -0.01, -0.07], [0.39, 0.64, 0.27], [-0.20, -0.37, 0.22], [-0.01, 0.17, 0.00], [-0.24, -0.20, 0.29], [0.56, -0.08, -0.35], [-0.26, -0.12, 0.41], [0.62, -0.22, -0.36], [-0.34, -0.04, 0.20], [-0.03, -0.12, -0.04], [-0.22, -0.06, -0.06], [0.01, 0.03, -0.03], [0.00, 0.00, 0.04], [0.06, -0.07, -0.03], [-0.09, -0.06, -0.02], [0.04, -0.10, -0.03], [-0.10, -0.12, -0.11], [0.02, -0.02, 0.00], [-0.06, 0.00, -0.02], [-0.08, -0.02, 0.16], [0.02, -0.11, 0.04], [0.04, 0.02, 0.16], [-0.03, -0.01, -0.09], [-0.04, 0.00, 0.02], [0.04, -0.03, 0.00], [0.04, 0.10, -0.03], [0.00, -0.01, -0.14], [0.14, 0.10, -0.06], [0.07, -0.16, -0.11], [0.08, 0.12, -0.10], [0.02, 0.25, 0.02], [0.06, 0.01, 0.02], [0.06, 0.11, 0.06], [-0.07, 0.11, 0.05]], "nbo_charge": [-0.2526, -0.4898, 0.3058, -0.3211, -0.1345, -0.0859, -0.0532, -0.3985, -0.0459, -0.0891, -0.1893, -0.2488, 0.3009, -0.4911, -0.2523, -0.3218, -0.1232, -0.2180, -0.3402, 0.4690, -0.6144, 0.6626, -0.5715, -0.3110, -0.1943, -0.2673, -0.3976, 0.4693, -0.5539, 0.5376, -0.6115, -0.1799, -0.2495, 0.1769, 0.1765, 0.2023, 0.2200, 0.2160, 0.1967, 0.2320, 0.2204, 0.2277, 0.2201, 0.2264, 0.2026, 0.1762, 0.1761, 0.2201, 0.2029, 0.4264, 0.2300, 0.2234, 0.2364, 0.4123, 0.2140, 0.2259], "e_above_lowest_ev": 2.368, "molar_mass_g_mol": 461.55, "e_lumo_ev": 0.582, "homo_ev": -8.07}

=====

(3)
{"formula": "C24H23N7O2OsS", "method": "the ωB97M-V functional and the def2-TZVPD basis", "elements": ["Os", "C", "C", "N", "N", "C", "O", "C", "C", "C", "C", "C", "C", "C", "C", "C", "C", "C", "N", "H", "H", "H", "H", "H", "H", "H", "H", "H", "H", "H", "H", "S", "C", "N", "C", "C", "C", "C", "H", "H", "H", "H", "H", "O", "C", "N", "C", "C", "N", "C", "C", "N", "H", "H", "H", "H", "H", "H"], "xyz": [[0.4846, 0.1057, 1.4443], [-1.2623, 2.7389, 4.4330], [-0.4661, 1.7657, 3.6470], [-0.7662, 1.3299, 2.4732], [-1.8126, 1.8502, 1.7557], [-1.5678, 1.6982, 0.4938], [-0.4028, 1.0654, 0.1059], [-2.4135, 2.1791, -0.5770], [-2.0321, 2.0024, -1.9097], [-2.8577, 2.4742, -2.9147], [-4.0502, 3.1093, -2.5955], [-4.4320, 3.2795, -1.2675], [-3.6177, 2.8182, -0.2547], [0.8290, 1.2302, 4.0987], [1.3880, 1.4619, 5.3350], [2.6177, 0.8857, 5.6413], [3.2588, 0.0993, 4.6987], [2.6730, -0.0744, 3.4590], [1.4864, 0.4816, 3.1635], [-2.2053, 2.9425, 3.9358], [-0.7099, 3.6750, 4.5428], [-1.4552, 2.3454, 5.4321], [-1.1138, 1.4885, -2.1564], [-2.5722, 2.3426, -3.9491], [-4.6917, 3.4750, -3.3863], [-5.3640, 3.7730, -1.0299], [-3.9006, 2.9439, 0.7812], [0.8667, 2.0777, 6.0536], [3.0652, 1.0494, 6.6124], [4.2045, -0.3782, 4.9101], [3.1327, -0.6715, 2.6836], [-0.1973, -1.2417, -2.1604], [-0.3122, -2.2857, -3.4849], [-1.2966, -3.2257, -3.5210], [-1.5041, -4.1060, -4.5324], [-0.6933, -4.0955, -5.6198], [0.3474, -3.1456, -5.6516], [0.5345, -2.2697, -4.6196], [-1.9184, -3.2376, -2.7236], [-2.3357, -4.7828, -4.4036], [-0.8531, -4.7901, -6.4292], [1.0044, -3.1082, -6.5109], [1.3211, -1.5307, -4.6428], [-2.4084, -2.6986, 1.3091], [-1.4910, -2.0578, 1.5892], [-0.4915, -1.4418, 1.9090], [3.0098, 0.9244, -0.6810], [2.7777, -0.5233, -0.4436], [1.8475, -1.0424, 0.3547], [1.9437, -2.4226, 0.2672], [2.9501, -2.7259, -0.5800], [3.4566, -1.5213, -1.0153], [2.1020, 1.4943, -0.4721], [3.2486, 1.1098, -1.7275], [3.8275, 1.3100, -0.0698], [1.2788, -3.0760, 0.8006], [3.3354, -3.6701, -0.9195], [4.2040, -1.4038, -1.6813]], "forces_ev_per_a": [[-0.17, -0.19, -0.04], [0.00, 0.02, -0.01], [0.06, -0.10, 0.08], [-0.07, 0.09, -0.12], [-0.03, 0.05, -0.15], [0.00, -0.13, 0.02], [0.39, 0.32, 0.16], [-0.03, 0.00, 0.10], [-0.04, 0.01, -0.02], [0.02, -0.01, 0.01], [-0.01, 0.00, 0.00], [0.00, 0.00, -0.01], [0.01, 0.01, -0.02], [-0.20, -0.11, -0.03], [0.07, -0.03, 0.02], [-0.05, 0.03, 0.00], [0.00, -0.02, -0.06], [0.11, 0.10, 0.01], [0.02, 0.09, -0.07], [0.00, 0.00, 0.00], [0.00, 0.00, 0.00], [-0.01, 0.00, 0.00], [0.00, -0.02, 0.01], [0.00, 0.00, 0.00], [0.00, 0.00, 0.00], [0.00, 0.00, 0.00], [0.01, 0.00, 0.00], [0.00, -0.01, 0.01], [0.00, 0.00, 0.00], [0.00, 0.01, 0.00], [0.00, 0.01, 0.00], [0.04, 0.02, 0.05], [-0.05, -0.03, -0.07], [-0.02, 0.01, 0.04], [-0.02, 0.00, 0.03], [0.02, 0.01, -0.02], [0.01, -0.01, -0.03], [0.01, 0.03, 0.04], [0.00, 0.01, 0.01], [0.00, -0.01, -0.02], [-0.01, -0.01, 0.00], [0.00, 0.01, 0.00], [0.01, 0.00, -0.01], [-0.15, -0.07, 0.02], [0.28, 0.08, -0.01], [-0.17, -0.14, 0.12], [-0.01, 0.03, -0.03], [-0.15, 0.00, -0.09], [0.07, 0.03, 0.03], [0.01, 0.01, 0.06], [-0.01, -0.04, -0.03], [0.03, 0.00, -0.01], [0.02, -0.02, 0.01], [0.02, -0.02, 0.00], [0.00, 0.00, 0.00], [0.01, 0.00, 0.01], [0.00, 0.00, 0.01], [-0.01, 0.01, 0.00]], "nbo_charge": [1.5017, -0.6917, 0.3099, -0.2441, -0.3377, 0.5700, -0.5548, -0.1299, -0.1499, -0.2144, -0.1320, -0.2105, -0.1431, 0.1696, -0.1888, -0.0785, -0.2179, 0.0906, -0.4354, 0.2801, 0.2636, 0.2583, 0.2435, 0.2340, 0.2356, 0.2382, 0.2338, 0.2617, 0.2618, 0.2662, 0.2405, -0.4027, 0.0933, -0.4903, 0.0681, -0.2768, -0.1077, -0.2641, 0.4340, 0.2355, 0.2518, 0.2389, 0.2346, -0.4165, 0.8715, -0.7183, -0.6753, 0.4334, -0.5516, -0.0637, -0.0494, -0.4774, 0.2359, 0.2699, 0.2497, 0.2476, 0.2539, 0.4458], "e_above_lowest_ev": 1.761, "charge": 2, "molar_mass_g_mol": 663.79, "e_lumo_ev": -7.920, "homo_ev": -12.36}

=====

(4)
{"formula": "C24H23NO4S2", "method": "the ωB97M-V functional and the def2-TZVPD basis", "elements": ["C", "C", "C", "O", "C", "O", "C", "C", "C", "C", "C", "C", "C", "N", "C", "C", "C", "O", "O", "H", "H", "H", "H", "H", "H", "H", "H", "H", "H", "H", "H", "C", "C", "C", "C", "C", "S", "C", "C", "C", "S", "C", "C", "H", "H", "H", "H", "H", "H", "H", "H", "H", "H", "H"], "xyz": [[0.0465, -1.2069, 3.2490], [1.2753, -0.9915, 2.3783], [2.5552, -1.3837, 3.1006], [1.2166, -1.7869, 1.1696], [0.2149, -1.4343, 0.2845], [-0.2095, -2.2570, -0.5079], [-0.2506, -0.0752, 0.3326], [-1.4653, 0.2996, -0.3951], [-2.7605, -0.0332, 0.3623], [-3.3342, 0.9166, 1.2084], [-4.5256, 0.6229, 1.8748], [-5.1467, -0.6186, 1.7014], [-6.3894, -0.9107, 2.3735], [-7.3963, -1.1489, 2.9233], [-4.5532, -1.5694, 0.8643], [-3.3553, -1.2837, 0.2081], [0.4151, 0.8808, 1.1742], [0.1577, 2.0733, 1.1702], [1.4173, 0.4004, 1.9995], [-0.8871, -0.9304, 2.7419], [0.0081, -2.2660, 3.5348], [0.1603, -0.6062, 4.1607], [3.4216, -1.2212, 2.4549], [2.6557, -0.7767, 4.0037], [2.4997, -2.4403, 3.3736], [-1.4114, 1.3788, -0.5695], [-1.4535, -0.2444, -1.3475], [-2.8394, 1.8819, 1.3389], [-4.9789, 1.3633, 2.5327], [-5.0315, -2.5390, 0.7283], [-2.8666, -2.0279, -0.4278], [-1.2451, 1.8207, -4.3913], [-0.7133, 2.7391, -3.4777], [0.3264, 2.3629, -2.6361], [0.8363, 1.0548, -2.6804], [1.9272, 0.6551, -1.7789], [2.5716, -0.9032, -2.0206], [3.8762, -1.1353, -0.7867], [4.8001, 0.0534, -0.6144], [4.0382, 1.1810, 0.0507], [2.7260, 1.9168, -0.9585], [0.3167, 0.1435, -3.6163], [-0.7247, 0.5220, -4.4581], [-2.0616, 2.1162, -5.0521], [-1.1075, 3.7545, -3.4178], [0.7552, 3.0886, -1.9417], [3.3640, -1.4299, 0.1418], [4.4157, -2.0030, -1.1947], [5.6262, -0.2414, 0.0426], [5.2190, 0.3722, -1.5745], [3.5559, 0.8804, 0.9935], [4.6933, 2.0455, 0.2356], [0.7424, -0.8576, -3.6942], [-1.1272, -0.2018, -5.1671]], "forces_ev_per_a": [[-0.01, -0.07, 0.18], [0.15, 0.35, -0.89], [-0.30, 0.08, -0.14], [0.12, 0.07, 0.56], [-0.93, 0.90, -0.23], [0.52, -0.38, 0.13], [1.91, -0.52, 1.10], [-0.81, 0.14, -0.36], [0.66, 0.27, -0.40], [-0.36, -0.21, 0.15], [0.22, 0.27, 0.04], [0.25, 0.09, -0.18], [-1.96, -0.48, 1.10], [2.20, 0.52, -1.21], [0.18, -0.23, -0.12], [-0.34, -0.09, 0.15], [-1.16, -0.34, -0.70], [0.59, 0.10, 0.31], [0.05, -0.48, 0.34], [0.31, -0.08, 0.14], [-0.07, 0.25, -0.09], [-0.10, -0.11, -0.23], [-0.07, -0.01, 0.07], [0.03, -0.09, -0.12], [0.06, 0.14, -0.03], [-0.21, -0.11, -0.14], [-0.22, 0.20, 0.01], [-0.20, -0.27, -0.02], [0.08, -0.18, -0.15], [0.10, 0.24, 0.06], [-0.24, 0.25, 0.21], [0.18, -0.10, 0.20], [0.01, -0.14, -0.13], [-0.08, 0.01, 0.03], [-0.08, 0.04, -0.11], [0.52, 0.03, -0.10], [-0.24, -0.15, 0.14], [-0.02, -0.39, -0.13], [-0.24, -0.05, 0.18], [0.03, 0.32, 0.23], [-0.28, 0.03, 0.10], [-0.16, 0.08, 0.01], [0.08, 0.18, 0.09], [0.24, -0.09, 0.21], [0.10, -0.32, -0.06], [-0.33, -0.23, -0.15], [0.30, 0.08, -0.27], [-0.19, 0.19, 0.20], [-0.08, 0.05, -0.10], [-0.02, -0.06, 0.13], [0.29, 0.06, -0.27], [-0.25, -0.24, 0.04], [-0.31, 0.24, 0.04], [0.10, 0.24, 0.18]], "nbo_charge": [-0.6729, 0.5439, -0.6256, -0.5663, 0.7447, -0.6468, -0.4175, -0.4562, 0.0226, -0.2200, -0.1553, -0.2113, 0.2890, -0.3277, -0.1586, -0.1775, 0.7411, -0.6518, -0.5707, 0.2438, 0.2258, 0.2253, 0.2045, 0.2274, 0.2281, 0.2355, 0.2282, 0.2328, 0.2240, 0.2222, 0.2333, -0.1638, -0.2120, -0.1680, -0.0730, -0.2742, 0.4685, -0.5417, -0.4291, -0.5416, 0.4780, -0.1694, -0.2120, 0.2246, 0.2279, 0.2349, 0.2625, 0.2472, 0.2343, 0.2229, 0.2648, 0.2469, 0.2306, 0.2276], "e_above_lowest_ev": 0.000, "molar_mass_g_mol": 453.58, "e_lumo_ev": -1.947, "homo_ev": -7.26}

=====

Which formula does entry 3 have? C24H23N7O2OsS